(1)
Density functional theory data (ωB97M-V with the def2-TZVPD basis set) for a molecular structure, C28H48Ge2O3SiSn.

Geometry as XYZ:
```
83
Properties=species:S:1:pos:R:3:forces:R:3:mulliken_spin:R:1
Sn -0.0195 -0.8005 -0.4148 -0.0030 0.1528 -0.0444 -0.035
C 2.4277 4.4436 0.7441 -0.0059 0.0251 -0.0082 0.000
C 1.0067 3.8928 0.8095 0.0679 -0.0431 0.0345 0.000
C 0.4630 3.9721 2.2307 -0.0069 -0.0085 -0.0091 0.000
C 0.0958 4.6471 -0.1479 0.0032 -0.0597 -0.0169 0.000
O 0.9911 2.5181 0.3790 -0.0494 -0.0125 -0.0400 -0.007
Ge 2.1085 1.2267 0.9252 -0.0215 0.0234 0.0355 -0.001
O 1.7296 0.2092 -0.7901 -0.0499 -0.0494 -0.1472 -0.006
C 2.1626 0.5854 -2.1399 0.0238 0.0057 0.0177 -0.004
C 3.6144 1.0209 -2.0323 0.0186 0.0098 0.0186 0.000
C 1.2920 1.7098 -2.6795 -0.0064 -0.0035 0.0148 -0.001
C 2.0289 -0.6536 -3.0139 -0.0078 0.0082 0.0332 0.039
O 0.5211 -0.0046 1.3966 0.0801 -0.0201 -0.0414 0.027
C 0.3201 -0.6547 2.6845 -0.0102 0.0358 0.0337 0.036
C 0.4097 0.4264 3.7509 -0.0077 -0.0143 -0.0066 0.004
C -1.0700 -1.2719 2.6621 0.0097 -0.0282 0.0284 -0.019
C 1.3901 -1.7145 2.8808 -0.0132 -0.0609 0.0441 -0.046
H 2.4381 5.5072 0.9855 0.0100 -0.0017 0.0046 0.000
H 2.8378 4.3197 -0.2605 -0.0127 0.0046 -0.0051 0.000
H 3.0847 3.9352 1.4542 0.0002 0.0049 0.0048 0.000
H 0.3994 5.0079 2.5671 0.0012 -0.0005 0.0029 0.000
H 1.1138 3.4319 2.9230 0.0050 -0.0037 0.0125 0.000
H -0.5347 3.5312 2.2691 0.0064 0.0058 0.0048 0.000
H 0.0168 5.6968 0.1379 0.0058 0.0018 0.0127 0.000
H -0.8995 4.2033 -0.1351 -0.0397 -0.0021 -0.0113 0.000
H 0.4841 4.5970 -1.1660 0.0077 0.0078 -0.0082 0.000
H 3.7079 1.9167 -1.4140 -0.0049 0.0049 -0.0091 0.000
H 4.0040 1.2613 -3.0214 0.0100 0.0020 -0.0002 0.000
H 4.2298 0.2321 -1.5974 -0.0040 0.0014 -0.0202 0.000
H 1.3938 2.6081 -2.0779 0.0133 0.0268 0.0367 0.000
H 0.2363 1.4271 -2.6810 0.0135 -0.0142 -0.0266 0.000
H 1.5835 1.9277 -3.7080 -0.0162 0.0164 0.0015 0.000
H 2.6066 -1.4831 -2.6091 0.0171 -0.0324 0.0048 -0.020
H 2.3843 -0.4449 -4.0229 0.0070 0.0144 0.0020 0.000
H 0.9810 -0.9636 -3.1082 -0.0067 -0.0012 0.0097 0.018
H -0.3151 1.2165 3.5545 -0.0084 0.0190 0.0003 -0.001
H 1.4095 0.8649 3.7790 -0.0020 0.0021 -0.0058 0.000
H 0.2077 0.0010 4.7343 -0.0029 0.0004 -0.0043 0.000
H -1.8252 -0.5053 2.4832 -0.0128 -0.0382 0.0306 0.000
H -1.2896 -1.7517 3.6163 -0.0105 0.0021 -0.0075 -0.003
H -1.1523 -2.0458 1.8894 0.0038 0.0061 0.0156 0.013
H 2.3864 -1.2704 2.8535 -0.0081 0.0129 0.0066 0.000
H 1.3219 -2.4770 2.1020 -0.0055 0.0236 0.0229 0.025
H 1.2602 -2.2053 3.8464 0.0134 0.0007 0.0033 0.001
C -3.7750 4.0906 0.3441 -0.0007 -0.0121 0.0188 0.000
C -3.2918 3.1116 1.2042 -0.0111 0.0230 -0.0176 0.000
C -2.7828 1.9315 0.6887 0.0346 -0.0019 0.0399 -0.001
C -2.7573 1.7076 -0.6902 0.0098 -0.0206 0.0250 -0.003
C -3.2378 2.7039 -1.5428 -0.0035 0.0355 0.0037 0.000
C -3.7431 3.8898 -1.0277 0.0157 -0.0101 -0.0039 0.000
Si -2.2087 0.1008 -1.4131 -0.0674 -0.1518 -0.1014 0.025
C -3.2360 -1.4181 -1.0869 -0.0268 0.0546 -0.0304 -0.001
C -3.9598 -1.5984 0.0936 -0.0295 0.0814 0.0540 0.003
C -4.6056 -2.7977 0.3527 -0.0122 -0.0535 -0.0356 0.000
C -4.5351 -3.8367 -0.5668 -0.0089 0.0279 0.0326 0.000
C -3.8280 -3.6703 -1.7493 0.0151 0.0224 -0.0221 0.005
C -3.1831 -2.4687 -2.0069 0.0026 -0.0604 0.0319 0.001
H -4.1737 5.0126 0.7463 0.0028 0.0030 -0.0021 0.000
H -3.3093 3.2724 2.2745 -0.0090 0.0048 0.0007 0.000
H -2.3903 1.1847 1.3722 -0.0050 0.0372 -0.0503 0.000
H -3.2222 2.5568 -2.6166 -0.0051 -0.0019 -0.0004 0.000
H -4.1130 4.6540 -1.6982 -0.0028 0.0020 0.0044 0.000
H -1.9184 0.1966 -2.8623 -0.0155 0.0328 0.0467 -0.005
H -4.0432 -0.7908 0.8140 0.0310 0.0017 -0.0211 0.000
H -5.1712 -2.9198 1.2671 0.0007 -0.0023 -0.0025 0.000
H -5.0421 -4.7712 -0.3662 0.0018 -0.0009 -0.0008 0.000
H -3.7866 -4.4714 -2.4756 -0.0042 -0.0039 0.0023 0.000
H -2.6408 -2.3492 -2.9389 0.0080 0.0005 -0.0106 -0.008
C 2.2367 -4.6459 -2.2292 -0.0097 0.0137 -0.0041 0.044
Ge 2.0453 -3.8683 -0.4469 0.0209 -0.0181 0.0171 0.011
C 3.5694 -2.7285 -0.0084 0.0064 -0.0230 -0.0025 -0.002
C 1.8403 -5.2715 0.8958 0.0128 0.0056 0.0033 0.026
C 0.3732 -2.8492 -0.4429 0.0491 -0.0177 0.0297 0.851
H 3.1178 -5.2873 -2.2550 0.0036 -0.0027 0.0014 0.002
H 2.3504 -3.8753 -2.9913 -0.0029 -0.0055 0.0025 -0.005
H 1.3641 -5.2501 -2.4763 0.0026 -0.0046 0.0001 -0.001
H 4.4888 -3.2915 -0.1738 0.0069 0.0042 0.0022 0.000
H 3.5458 -2.4239 1.0376 -0.0040 -0.0015 -0.0135 0.000
H 3.6020 -1.8323 -0.6256 -0.0082 0.0042 0.0057 0.002
H 2.7007 -5.9406 0.8692 0.0027 0.0011 -0.0051 0.001
H 0.9423 -5.8599 0.7094 -0.0030 -0.0010 -0.0092 0.000
H 1.7736 -4.8429 1.8958 -0.0047 -0.0167 0.0005 0.001
H -0.5387 -3.4446 -0.5132 0.0053 0.0304 -0.0143 0.033
```
Forces are in eV/Å.

Output
HOMO energy (spin up / spin down) (eV): -11.38 / -11.41
E_LUMO (spin up / spin down) (eV): -2.4 / -4.1
Charge: +1
⟨S²⟩: 0.755
Maximum force (Eh/bohr): 0.0038
DFT total energy (eV): -162693.8338
2S+1: 2



(2)
Density functional theory data (ωB97M-V with the def2-TZVPD basis set) for a molecular structure, C28H49Cl4FMgN2O11PS at a distorted geometry.

Geometry as XYZ:
```
98
Properties=species:S:1:pos:R:3:forces:R:3:mulliken_charge:R:1
C 1.6291 0.5488 0.2276 -0.5875 -0.3395 -0.6303 -0.944
C 0.1964 0.7893 -0.5094 2.8930 -0.2313 0.3388 1.134
O -0.7092 1.2370 0.5288 -2.1936 -1.9049 -1.6306 -0.381
P -2.3352 0.8679 0.2034 -2.5954 3.6838 -1.5236 1.005
O -3.0123 2.0201 -0.5813 2.0765 -2.6691 1.5658 -0.781
C -3.2061 0.8348 1.9052 0.6557 -0.5887 0.5052 -0.934
C -3.9891 -0.5363 2.1961 -0.4705 0.6290 1.3414 -0.532
C -3.2409 -1.4961 3.2861 0.0591 -0.6926 -1.6144 -0.719
C -2.8990 -2.8560 2.4988 2.0314 -1.0534 -0.7814 0.277
C -1.7315 -3.0308 1.6928 -2.4449 0.4756 1.4752 1.298
C -0.6447 -1.8790 1.5595 -0.2676 -1.4796 0.0387 -0.536
O 0.5146 -2.3109 2.3652 -0.9585 -0.5757 -1.8819 -0.252
O 0.5646 -1.5617 3.5139 -0.3400 1.1607 1.9344 -0.259
C -1.5541 -4.4417 0.9382 0.5375 -0.3516 -0.8176 -0.073
O -1.1115 -4.5610 -0.2182 -1.1201 0.6543 3.4789 -0.600
C -1.9824 -5.7183 1.8231 -1.9997 1.8261 -0.3968 -0.037
S -0.9627 -7.2391 1.6716 -0.4577 0.3525 0.0818 -0.137
C -3.1170 -5.5469 2.6467 1.6497 -1.0750 -1.0506 0.395
C -3.5765 -6.7394 3.5899 -0.4986 -0.0099 0.6902 -0.992
C -2.4553 -7.1102 4.7072 -0.4711 0.3350 -0.2494 -0.649
C -1.6414 -5.8382 5.2431 0.9093 -0.9305 0.6034 -0.432
C -0.1585 -5.6939 4.6527 0.5866 1.0270 1.0595 0.545
O 0.5460 -6.9706 4.5722 -0.2498 1.0701 -0.5694 -0.609
C -3.8808 -4.1319 2.5760 -1.1634 0.2428 -0.0673 -0.068
O -5.1277 -4.0328 2.5445 4.1799 -0.3625 0.3780 -0.588
O -2.5865 -0.5597 -0.6764 0.8435 1.8009 1.2922 -0.230
C -2.5628 -0.3435 -2.1126 1.8429 -0.1111 -2.2418 0.038
C -1.8569 -1.6060 -2.8442 -0.1134 0.2934 0.0783 -0.916
H 1.6851 1.0906 1.2340 -0.0790 -0.6718 -1.5776 0.285
H 2.4438 0.8917 -0.4858 -0.8993 -0.3507 1.1066 0.204
H 1.7804 -0.5726 0.3952 -0.1684 1.6187 -0.0438 0.238
H -0.0674 -0.2071 -0.9875 -0.1766 1.4156 0.5696 -0.178
H 0.3902 1.5762 -1.3295 -0.8629 -0.9468 1.2307 -0.518
H -2.4140 1.0370 2.7182 -1.0718 -0.4313 -1.2550 0.401
H -3.9103 1.7432 1.9502 1.1408 -1.4614 -0.6517 0.383
H -4.2153 -1.0996 1.2351 0.2692 0.7345 1.3589 0.362
H -4.9771 -0.2358 2.7073 1.3822 -0.5038 -1.0994 0.404
H -3.9274 -1.6617 4.1771 0.9521 -0.0479 -1.2492 0.452
H -2.2557 -1.0407 3.6549 -1.5160 -0.5828 -0.5330 0.189
H -0.3073 -1.8368 0.4758 -0.3712 0.1249 1.3974 -0.151
H -0.9648 -0.8832 2.0006 0.2777 -1.3111 -0.9143 0.479
H -0.0881 -1.9183 4.1687 0.5939 -0.2400 -0.8096 0.239
H -1.1319 -7.7976 0.4111 -0.3977 1.1559 0.6883 0.208
H -3.7963 -7.7171 3.0321 0.3550 1.6521 0.3648 0.299
H -4.5542 -6.4717 4.1332 1.4659 -0.1289 -0.9384 0.305
H -2.9816 -7.5734 5.6093 0.5509 0.5727 -1.3614 0.399
H -1.7823 -7.9208 4.2637 -0.6782 1.4073 0.7774 0.370
H -2.1910 -4.8432 5.1358 0.6356 -1.3286 -0.0942 0.117
H -1.5099 -5.9954 6.3783 -0.1580 0.2954 -1.7057 0.365
H 0.4263 -5.0675 5.4272 -0.9393 -0.6299 -1.1832 -0.300
H -0.0940 -5.1130 3.6745 -0.3378 -0.9045 0.9960 0.057
H 1.3603 -6.8179 4.0399 -0.9423 -0.1390 0.5858 0.360
H -1.8858 0.5551 -2.3608 -1.2923 -1.1545 0.4848 -0.037
H -3.5775 -0.1478 -2.5825 1.1097 -0.2473 1.1013 0.329
H -1.4360 -1.3101 -3.8757 -0.8701 -0.1993 1.5286 0.310
H -0.9455 -1.9870 -2.2537 -1.6093 0.4247 -0.6819 0.187
H -2.6292 -2.4234 -3.0150 1.2369 0.8435 0.4007 0.319
C 0.6164 7.3727 -6.0024 -0.0936 0.3255 0.1409 -1.213
C 1.5503 7.3227 -4.7994 -0.4026 -0.9280 -0.2188 0.114
C 2.7476 6.3778 -4.9655 -0.2115 0.1607 0.4452 -0.113
C 2.4818 4.9487 -5.4204 -0.1505 -0.0479 -0.3065 -1.430
N 2.0359 3.9389 -4.3720 -0.0724 -0.6501 -0.2004 0.306
C 3.0993 3.6736 -3.3107 -0.2676 0.2065 1.0375 -0.622
C 2.7458 4.5694 -2.1410 0.2138 0.1164 0.0892 -0.563
C 1.2413 4.7768 -2.2133 -0.5042 0.4139 0.5380 -0.510
C 0.7835 4.3213 -3.5928 0.0614 -0.1744 -0.0561 -0.493
C 1.7649 2.6455 -5.1282 0.2463 0.4405 0.0088 -1.109
H 0.0864 6.4296 -6.1418 0.1231 0.0740 -0.0598 0.286
H -0.1384 8.1500 -5.8609 0.0333 -0.0822 -0.0743 0.446
H 1.1675 7.5993 -6.9221 -0.0560 -0.0990 -0.1281 0.328
H 0.9783 7.0804 -3.9029 0.1365 0.2711 0.0882 0.013
H 1.9462 8.3409 -4.6283 -0.2495 0.2668 0.5970 0.143
H 3.3608 6.4004 -4.0631 0.0612 -0.1477 -0.0581 0.155
H 3.3872 6.8282 -5.7464 0.2705 -0.3030 -0.3144 0.611
H 3.4157 4.5427 -5.8275 0.1513 -0.1516 0.4160 0.442
H 1.7449 4.9212 -6.2265 -0.1861 0.0564 0.2311 0.555
H 3.0208 2.6245 -3.0145 -0.0678 0.0745 -0.2530 0.495
H 4.1094 3.8619 -3.7420 -0.1845 -0.3445 -0.3908 0.238
H 3.2690 5.5269 -2.2008 0.0245 -0.0632 0.0065 0.208
H 3.0470 4.1193 -1.1925 0.0133 -0.0048 -0.1639 0.506
H 0.9825 5.8217 -2.0250 -0.0702 -0.0867 0.0045 0.337
H 0.7342 4.1920 -1.4414 -0.0310 0.0780 -0.1524 0.290
H 0.2119 5.0603 -4.1525 0.0764 -0.0691 -0.0626 0.151
H 0.1616 3.4293 -3.4897 0.1426 0.0796 -0.2264 0.341
H 2.6838 2.3501 -5.6370 -0.0342 0.1035 0.1044 0.361
H 0.9618 2.8274 -5.8439 0.0738 -0.0257 0.0625 0.416
H 1.4637 1.8783 -4.4147 0.0527 0.1658 -0.0341 0.417
N 5.1507 0.0501 1.1800 0.2261 -0.0618 0.2620 1.132
O 6.1355 -0.6560 1.3845 -0.3246 0.2045 -0.1348 -0.441
O 4.5813 0.0119 0.0866 0.2104 0.0011 0.1129 -0.405
O 4.7320 0.7961 2.0651 0.0293 -0.1278 -0.2741 -0.429
Mg 3.3510 9.1656 -5.7566 0.3269 0.0257 -0.2244 0.733
F 4.8717 3.7373 -5.0328 0.5130 0.2024 -0.7110 -0.730
C 1.9941 -2.6767 7.3118 0.2925 -0.0732 -0.0311 0.299
Cl 2.8550 -2.4347 5.7783 -0.1914 -0.0609 0.3013 -0.055
Cl 2.0120 -4.4008 7.7372 -0.0329 0.2970 -0.0562 -0.096
Cl 2.7923 -1.7433 8.5938 -0.1899 -0.1468 -0.2185 -0.100
Cl 0.3112 -2.1269 7.1394 0.1086 -0.0565 0.0049 -0.110
```
Forces are in eV/Å.

Output
HOMO energy (eV): -10.42
Energy above the lowest of the compared OMol25 structures with the same formula, charge and spin (kcal/mol): 97.84
E_LUMO (eV): -9.1
Charge: +1
Maximum force (Eh/bohr): 0.0925
DFT total energy (eV): -133683.5065



Question: What is the charge in the second record?
Answer: +1



Question: Look up the maximum force of the second one.
Answer: 0.0925 Eh/bohr